No. 1
Computed, not measured: a cluster of 2 separate species, C6H12N2O in total in a non-equilibrium geometry, with wB97M-V/def2-TZVPD.

XYZ file:
```
21
Properties=species:S:1:pos:R:3:forces:R:3:nbo_charge:R:1
C -0.427361 0.152937 -1.997426 -0.609 -1.213 -2.044 -0.537
C 0.619774 0.463627 -1.280528 0.507 1.538 0.713 0.326
C 1.786976 -0.436130 -1.067588 0.683 -0.987 1.850 -0.688
O 0.725075 1.652548 -0.571165 -0.183 0.614 0.654 -0.540
C -0.445267 2.528291 -0.460209 1.156 0.339 -1.495 -0.253
H -0.349518 -0.801821 -2.588245 -0.469 1.146 0.741 0.215
H -1.211414 0.876429 -2.213729 0.011 -0.685 0.094 0.206
H 2.500068 -0.070177 -0.261819 -1.292 -0.422 -0.542 0.226
H 2.481668 -0.636760 -1.860004 -0.127 0.355 -1.097 0.232
H 1.355775 -1.442607 -0.811488 0.675 0.898 0.130 0.247
H -0.159990 3.608258 -0.290680 0.341 -1.378 -0.212 0.197
H -1.079065 2.251556 0.364002 -0.358 -0.537 0.154 0.188
H -0.937291 2.474287 -1.446843 -0.247 0.366 0.794 0.183
N -2.707766 -1.034520 1.506373 0.935 0.438 1.531 -0.636
C -1.452682 -0.874850 1.438059 -0.933 -1.460 1.403 0.303
C -0.119736 -0.995215 1.477807 -2.917 4.764 -1.296 -0.199
N 0.614245 -2.076045 1.758439 -0.511 -4.802 1.531 -0.802
H -3.183228 -0.925503 2.512037 1.662 0.155 -2.501 0.357
H 0.452581 -0.080928 1.165887 -0.654 -0.948 0.446 0.233
H 0.116011 -2.804292 2.372296 0.863 1.474 -1.465 0.371
H 1.421144 -1.829084 2.254823 1.467 0.345 0.610 0.371
```
Positions in Å, forces in eV/Å.

- max |F| (hartree/bohr) = 0.112
- total charge = 0
- SMILES string = C=C(C)OC.N=C=CN
- Kohn-Sham gap (eV) = 8.33
- HOMO (eV) = -7.477

No. 2
Computed, not measured: a structure of composition C21H23IN2O5RbS in a non-equilibrium geometry, with wB97M-V/def2-TZVPD.

XYZ file:
```
54
Properties=species:S:1:pos:R:3:forces:R:3:lowdin_charge:R:1
N 4.018102 -0.342327 -1.401052 0.015 -0.126 0.532 0.097
C 2.802905 -0.540806 -0.670234 -0.568 -0.101 0.327 -0.197
C 2.690435 -0.316493 0.715494 0.719 -0.075 0.334 -0.106
C 3.847310 0.190981 1.524571 -0.795 0.438 -0.092 -0.152
C 5.149252 -0.326560 1.424321 1.002 1.778 1.547 -0.026
C 6.152553 0.288026 2.223979 -0.955 1.656 -1.845 -0.310
C 5.848332 1.436620 3.175755 -2.228 0.814 -3.041 -0.317
C 4.492295 1.878365 3.223291 2.456 -1.054 -0.451 -0.049
C 3.561259 1.249427 2.393510 -0.175 0.291 0.313 -0.010
C 1.500704 -0.550357 1.407389 -0.206 0.197 -0.062 0.048
C 0.422064 -0.978318 0.679495 -0.950 -0.625 -0.400 -0.066
C 0.499128 -1.205464 -0.693577 -0.096 -0.189 0.737 -0.048
C 1.672420 -0.979460 -1.381553 0.359 -0.352 -1.081 -0.128
C 1.728748 -1.199014 -2.886832 -0.440 0.169 0.187 -0.123
C 1.252811 0.043706 -3.690806 0.681 0.006 -0.062 -0.265
C 1.805346 1.390813 -3.176647 -0.130 -0.216 -0.859 -0.611
I 0.493919 2.350913 -1.757346 0.362 -0.077 -0.113 0.779
C -0.849959 -1.704039 -1.169628 0.391 -0.092 -0.153 -0.329
O -1.149359 -2.103701 -2.267550 0.096 0.438 0.545 0.137
N -1.740467 -1.622094 -0.061983 0.794 0.587 -0.855 0.048
C -2.878869 -0.725418 -0.377198 -1.212 -0.261 0.373 -0.127
C -4.120532 -0.981760 0.493258 -0.349 0.559 -0.054 -0.170
C -5.380433 -0.269827 -0.084818 0.515 0.011 0.808 -0.219
C -6.283998 0.176399 1.101918 0.591 -0.543 -1.446 -0.205
S -7.645596 1.201481 0.495535 -0.799 0.309 1.014 0.600
O -8.898008 0.522876 0.600361 -0.013 -0.602 -0.224 -0.286
O -7.557356 2.461162 1.160240 0.485 0.390 -0.219 -0.285
O -7.346808 1.388797 -1.077674 0.514 -0.175 0.521 -0.172
C -0.993838 -1.282948 1.104937 -0.783 0.050 0.223 -0.330
O -1.519245 -1.243246 2.190459 0.836 0.302 -0.303 0.140
H 4.624595 0.322411 -0.932061 -0.083 0.004 -0.087 0.085
H 4.516646 -1.228946 -1.418441 0.053 0.119 -0.406 0.104
H 5.378300 -1.137882 0.741051 0.104 0.099 0.291 0.122
H 7.214035 -0.131386 2.105591 -1.807 1.016 -0.560 0.054
H 6.603262 1.987099 3.837227 -1.225 -0.508 -1.605 0.065
H 4.231665 2.694121 3.892985 -0.114 -0.156 -0.228 0.122
H 2.551558 1.653595 2.450396 0.111 -0.294 -0.262 0.132
H 1.401255 -0.378687 2.476527 0.135 -0.079 -0.171 0.138
H 2.742774 -1.468305 -3.196351 -0.230 0.075 0.094 0.110
H 1.041552 -2.019659 -3.120464 0.317 0.084 -0.058 0.111
H 0.163703 0.058438 -3.809060 0.209 0.048 0.235 0.097
H 1.664615 -0.069103 -4.706963 -0.192 -0.036 0.218 0.114
H 1.888171 2.070693 -4.031757 -0.264 0.081 0.399 0.042
H 2.816934 1.293301 -2.774264 -0.392 -0.011 0.262 0.030
H -2.539710 0.318187 -0.261484 -0.172 -0.210 -0.058 0.137
H -3.189372 -0.867335 -1.419710 0.500 -0.179 0.159 0.133
H -3.948156 -0.542802 1.485309 0.109 -0.497 -0.109 0.102
H -4.320543 -2.055747 0.584225 0.248 0.210 0.111 0.129
H -5.954441 -0.929207 -0.744072 0.242 0.230 -0.055 0.122
H -5.055722 0.624911 -0.632667 -0.200 -0.258 -0.026 0.110
H -5.680711 0.732753 1.824355 -0.454 0.297 -0.211 0.106
H -6.683092 -0.715818 1.599063 -0.321 0.389 -0.155 0.117
H -8.145079 1.755612 -1.488421 -0.071 -0.068 0.106 0.104
Rb 7.104646 -0.173979 4.321365 3.381 -3.861 5.915 1.297
```
Positions in Å, forces in eV/Å.

- max |F| (hartree/bohr) = 0.152
- total charge = +1
- Kohn-Sham gap (eV) = 7.41
- HOMO (eV) = -11.137

No. 3
Computed, not measured: a structure of composition C6H12S in a non-equilibrium geometry, with wB97M-V/def2-TZVPD.

XYZ file:
```
19
Properties=species:S:1:pos:R:3:forces:R:3:nbo_charge:R:1
C 1.507647 0.531231 0.133036 -2.212 3.229 -2.142 -0.431
C 0.597782 0.178623 -1.060576 -0.820 0.399 1.860 -0.251
C 0.209970 0.405518 0.867848 -1.718 -0.066 -3.402 0.077
C -0.263520 -0.807625 1.591384 -0.997 0.134 2.000 -0.656
C -0.932525 1.475316 0.859635 3.416 -0.270 0.115 -0.621
C 0.485563 -1.065335 -1.894699 0.455 0.231 -2.173 -0.561
S -1.038398 -2.074133 -1.818316 -1.275 -1.077 0.688 -0.093
H 2.247858 -0.166270 0.292540 1.612 -1.398 0.774 0.221
H 1.868783 1.592499 -0.041552 -0.014 -1.340 0.754 0.215
H 0.112341 1.005205 -1.613223 0.425 -0.237 0.949 0.197
H -0.988492 -1.349822 0.992743 -0.587 0.229 0.105 0.242
H -0.765939 -0.489656 2.639811 1.103 -0.731 -2.349 0.212
H 0.458700 -1.573018 1.792868 0.903 -0.136 0.320 0.213
H -1.881094 1.118587 0.998013 -2.355 -1.871 -0.363 0.214
H -0.910466 2.106554 0.016686 0.090 0.735 -1.011 0.209
H -0.900359 2.082726 1.714091 0.786 1.278 1.482 0.203
H 1.402293 -1.778110 -1.839260 -1.821 1.002 -0.129 0.236
H 0.278438 -0.764718 -3.018795 1.554 -0.132 2.111 0.242
H -2.068549 -1.396583 -2.470993 1.455 0.021 0.412 0.134
```
Positions in Å, forces in eV/Å.

- max |F| (hartree/bohr) = 0.087
- total charge = 0
- Kohn-Sham gap (eV) = 8.30
- HOMO (eV) = -7.484

No. 4
Computed, not measured: a structure of composition C26H32N2OSeSi2Ta in a non-equilibrium geometry, with wB97M-V/def2-TZVPD.

XYZ file:
```
65
Properties=species:S:1:pos:R:3:forces:R:3:nbo_charge:R:1
Ta 1.752105 -0.370191 0.115949 0.805 0.483 -0.089 1.324
C 4.580015 0.703438 2.569389 -0.099 -0.268 0.142 -1.138
Si 3.093252 1.145902 1.583609 -0.034 -0.132 -0.158 1.322
C 2.388940 2.815376 1.893032 -0.152 0.181 0.092 -1.149
C 3.530219 0.970655 -0.420817 -0.335 -0.848 -0.244 -0.525
C 4.030028 2.180520 -0.874402 0.219 0.439 -0.286 -0.142
C 4.900250 2.235723 -1.969782 -0.160 0.145 0.255 -0.142
C 5.255086 1.078541 -2.634147 -0.269 -0.401 0.274 -0.149
C 4.700924 -0.143746 -2.228781 0.532 -0.036 -0.652 -0.092
C 3.860218 -0.236819 -1.135073 -0.829 0.282 0.975 -0.491
Si 3.340940 -2.113812 -0.677239 0.201 -0.689 -0.211 1.245
C 4.508109 -2.996562 0.477775 -0.126 0.244 0.084 -1.103
C 2.909010 -3.087464 -2.203216 -0.071 0.378 -0.038 -1.112
H 5.445690 1.313153 2.310310 -0.008 0.088 -0.003 0.292
H 4.845289 -0.345931 2.454455 0.099 -0.032 -0.013 0.259
H 4.337692 0.865888 3.623177 0.099 0.059 0.031 0.286
H 3.189472 3.557525 1.860877 -0.024 0.082 0.002 0.284
H 1.960924 2.860287 2.899409 0.050 -0.054 -0.029 0.294
H 1.604481 3.095625 1.189865 0.035 0.044 -0.038 0.259
H 3.734246 3.100364 -0.389296 0.065 0.114 -0.025 0.244
H 5.279027 3.187704 -2.317578 -0.029 0.053 0.079 0.264
H 5.925388 1.122693 -3.481135 0.011 -0.070 -0.039 0.265
H 4.946515 -1.034812 -2.795093 0.039 0.021 -0.060 0.232
H 5.392877 -3.347817 -0.055383 0.034 0.078 -0.061 0.289
H 3.993898 -3.880529 0.862415 -0.020 -0.026 -0.016 0.274
H 4.826274 -2.394643 1.329208 0.043 -0.029 -0.029 0.254
H 3.785389 -3.421069 -2.760470 0.099 0.040 0.052 0.284
H 2.286557 -2.491853 -2.874550 -0.028 -0.108 -0.061 0.254
H 2.350458 -3.980460 -1.917940 -0.013 0.001 0.046 0.284
C -1.250053 -5.131240 6.086926 -0.035 0.014 0.005 -0.677
C -1.127363 -4.208750 4.933909 0.105 0.056 -0.060 0.249
C -2.253737 -3.793545 4.210734 0.035 0.001 -0.004 -0.263
C -2.145371 -2.940916 3.144718 -0.077 0.026 -0.013 0.171
C -3.388056 -2.535200 2.407580 -0.030 -0.064 0.005 -0.673
C -0.824361 -2.468323 2.757416 -0.170 0.142 -0.171 -0.144
C -0.772560 -1.660305 1.655863 0.152 -0.243 0.212 0.367
O 0.318441 -1.169276 1.101545 -0.339 0.149 0.033 -0.731
C 0.334159 -2.875164 3.516881 0.256 -0.124 0.268 0.109
C 1.726806 -2.392614 3.224999 0.096 -0.288 -0.026 -0.627
C 0.151832 -3.722485 4.567710 -0.047 -0.010 -0.031 -0.244
H -2.252387 -5.536774 6.188604 -0.004 -0.003 0.021 0.254
H -0.992565 -4.589765 7.003620 -0.016 -0.006 0.006 0.278
H -0.529229 -5.946776 6.003797 0.010 -0.007 -0.011 0.268
H -3.227654 -4.161411 4.504515 -0.012 -0.001 -0.004 0.252
H -4.256114 -3.005473 2.861413 -0.003 0.000 -0.008 0.265
H -3.356139 -2.852589 1.363883 -0.022 0.008 -0.013 0.244
H -3.551697 -1.457095 2.441918 0.029 0.025 -0.001 0.242
H -1.693718 -1.396833 1.148094 0.017 0.056 -0.094 0.208
H 1.805252 -1.311471 3.337148 -0.016 0.064 -0.038 0.224
H 2.049567 -2.679971 2.217385 -0.071 0.084 0.059 0.215
H 2.421121 -2.859532 3.921554 -0.008 0.078 0.019 0.252
H 1.007480 -4.039518 5.149859 0.001 -0.019 0.023 0.243
Se -1.169949 1.286407 -0.324692 0.263 -0.094 0.209 1.033
N 0.412651 0.732703 -1.115202 -0.123 -0.178 0.123 -0.834
C 0.415944 1.198578 -2.372852 -0.141 0.247 -0.125 0.177
C 1.402754 1.035613 -3.363018 0.183 -0.092 -0.192 -0.294
C 1.202180 1.608624 -4.589578 0.194 -0.142 0.076 -0.060
C 0.048488 2.375566 -4.922338 -0.321 0.047 0.340 -0.185
C -0.927371 2.561006 -3.995850 0.208 0.020 -0.332 -0.161
C -0.756755 1.977319 -2.703590 -0.607 0.259 0.112 0.172
N -1.670307 2.119376 -1.753948 0.340 -0.058 -0.413 -0.507
H 2.289784 0.449903 -3.172779 0.030 0.003 0.023 0.227
H 1.953311 1.470502 -5.357655 0.021 -0.016 0.029 0.248
H -0.037112 2.796610 -5.913247 -0.025 0.017 -0.019 0.265
H -1.826480 3.127051 -4.194673 -0.009 0.013 0.011 0.270
```
Positions in Å, forces in eV/Å.

- max |F| (hartree/bohr) = 0.025
- total charge = +3
- Kohn-Sham gap (eV) = 6.90
- HOMO (eV) = -16.951